(1)
Molecular formula: C18H21Br2ClF9O6
Method: DFT, ωB97M-V/def2-TZVPD

XYZ file:
```
57
Properties=species:S:1:pos:R:3:nbo_charge:R:1
C -2.7494 -2.6748 2.2318 -0.490
C -2.4590 -3.4000 1.1306 -0.183
C -2.0444 -2.7956 -0.1447 -0.347
Cl -3.4872 -2.7898 -1.2767 -0.167
C -1.3944 -1.5012 -0.0443 -0.072
Br -2.1329 0.0528 -0.9287 -0.031
C -0.2304 -1.3414 0.6148 -0.191
C 0.5140 -2.4689 1.2458 -0.652
Br 0.6272 0.3673 0.7704 -0.040
H -3.2423 -1.7126 2.1430 0.190
H -2.4726 -3.0330 3.2211 0.174
H -2.5090 -4.4897 1.1905 0.169
H 1.5892 -2.3418 1.0889 0.199
H 0.2077 -3.3802 0.7253 0.241
H 0.2993 -2.5765 2.3108 0.208
C 4.6211 -1.9377 7.2116 -0.638
C 4.3023 -1.9495 5.7325 -0.077
O 2.8904 -1.8103 5.4951 -0.475
C 2.4049 -0.5801 5.5775 0.698
O 3.0157 0.4149 5.8319 -0.551
C 0.8985 -0.5990 5.2469 0.900
F 0.2738 -1.5816 5.9121 -0.314
F 0.7330 -0.7970 3.9433 -0.289
F 0.3310 0.5541 5.5892 -0.303
H 4.0492 -2.7083 7.7293 0.213
H 5.6839 -2.1221 7.3669 0.216
H 4.3679 -0.9775 7.6589 0.224
H 4.5724 -2.9048 5.2882 0.196
H 4.8417 -1.1682 5.1983 0.199
C 1.4338 1.0491 -3.8695 -0.638
C 2.2621 0.6787 -2.6604 -0.090
O 3.0863 -0.4854 -2.9240 -0.465
C 4.1929 -0.2795 -3.6004 0.696
O 4.6141 0.7566 -4.0278 -0.560
C 4.9567 -1.6128 -3.7545 0.896
F 4.1485 -2.6029 -4.1421 -0.307
F 5.5140 -1.9628 -2.5860 -0.314
F 5.9308 -1.4950 -4.6570 -0.310
H 0.8315 0.1987 -4.1898 0.222
H 0.7686 1.8751 -3.6212 0.228
H 2.0638 1.3494 -4.7074 0.210
H 1.6178 0.4020 -1.8319 0.233
H 2.8933 1.5040 -2.3332 0.189
C -6.8478 3.2406 -3.5442 -0.640
C -6.0356 4.4439 -3.1190 -0.076
O -4.6613 4.0906 -2.8759 -0.472
C -3.8916 3.9659 -3.9442 0.697
O -4.2107 4.1276 -5.0848 -0.552
C -2.4596 3.6011 -3.5015 0.900
F -2.4760 2.6319 -2.5948 -0.290
F -1.8606 4.6786 -2.9664 -0.316
F -1.7344 3.2054 -4.5445 -0.304
H -6.7602 2.4436 -2.8060 0.226
H -7.8975 3.5156 -3.6460 0.215
H -6.4986 2.8494 -4.4985 0.226
H -6.3991 4.8382 -2.1727 0.195
H -6.0829 5.2448 -3.8566 0.193
```

energy = -7656.95438 Ha
E_LUMO = 2.365 eV
HOMO level = -0.1043 Eh
strongest force on any atom = 1.763 eV/A
molecular weight = 699.603 g/mol
spin multiplicity = 1
charge = -1
HOMO-LUMO gap = 5.20 eV

***

(2)
Molecular formula: C18H21BrFNO2
Method: DFT, ωB97M-V/def2-TZVPD

XYZ file:
```
44
Properties=species:S:1:pos:R:3:nbo_charge:R:1
C 2.6288 6.8720 2.7071 -0.641
C 2.8574 7.8887 1.6204 0.247
N 3.5709 7.5702 0.5408 -0.466
F 4.3285 5.2056 1.4333 -0.329
C 3.9436 8.3843 -0.4010 0.250
C 4.8737 7.8600 -1.4530 -0.647
C 3.4443 9.7074 -0.4162 -0.275
C 2.5994 10.0807 0.6491 0.028
C 2.0294 11.4615 0.6302 -0.634
C 2.3067 9.1850 1.6846 -0.274
H 1.9680 7.2731 3.4763 0.205
H 2.1758 5.9544 2.3237 0.231
H 3.5541 6.5733 3.2072 0.236
H 4.8370 8.4587 -2.3614 0.210
H 5.9119 7.8389 -1.1076 0.221
H 4.6337 6.8256 -1.7106 0.227
H 3.7092 10.3759 -1.2232 0.209
H 1.3879 11.6086 1.5157 0.215
H 2.8545 12.1962 0.6319 0.223
H 1.4401 11.6078 -0.2933 0.223
H 1.6650 9.4351 2.5341 0.210
C 6.7327 4.5992 -3.2328 -0.633
C 7.0777 4.9144 -1.7969 -0.078
O 5.9629 4.3400 -1.0319 -0.496
C 6.1322 4.4425 0.2835 0.770
C 4.9246 4.0302 1.1074 0.107
C 5.1467 3.4728 2.4581 -0.064
C 5.9562 4.1845 3.3457 -0.180
C 6.0920 3.7088 4.6462 -0.222
C 5.3849 2.5681 5.0477 -0.097
Br 5.5979 1.8799 6.7881 0.068
C 4.5071 1.9193 4.1604 -0.237
C 4.3302 2.4260 2.8723 -0.182
O 7.1207 4.9223 0.8037 -0.593
H 7.3023 5.2439 -3.9135 0.218
H 7.0017 3.5540 -3.4458 0.213
H 5.6581 4.7236 -3.4368 0.224
H 8.0152 4.4386 -1.4852 0.202
H 7.1405 5.9970 -1.6218 0.195
H 4.2667 3.4597 0.4654 0.183
H 6.5155 5.0509 2.9972 0.256
H 6.7765 4.1967 5.3303 0.227
H 3.9784 1.0167 4.4389 0.228
H 3.6324 2.0191 2.1343 0.218
```

energy = -3577.60405 Ha
E_LUMO = 0.771 eV
HOMO level = -0.3213 Eh
strongest force on any atom = 2.506 eV/A
molecular weight = 382.273 g/mol
SMILES = CCOC(=O)[C@H](F)c1ccc(Br)cc1.Cc1cc(C)nc(C)c1
spin multiplicity = 1
HOMO-LUMO gap = 9.51 eV